Entry from OMol25: a molecular structure, C38H71F7LiO30P in a non-equilibrium geometry (ωB97M-V/def2-TZVPD).

Geometry as XYZ:
```
148
Properties=species:S:1:pos:R:3:forces:R:3
Li 1.77260 2.01455 -1.96847 -0.371 0.255 0.771
P 0.00706 0.14317 0.07825 -1.067 -0.794 -0.289
F -0.57672 -1.29972 -0.25521 0.945 -2.352 0.151
F 1.51816 -0.40744 0.42961 -1.503 0.743 -0.636
F 0.30170 0.20701 -1.59138 1.429 0.864 0.782
F 0.41345 1.69727 0.25864 0.678 -0.882 0.219
F -1.46661 0.60763 -0.26807 -1.591 1.718 -0.188
F -0.49259 -0.09141 1.62284 1.222 0.773 -0.187
C -4.25675 -1.12079 -2.91987 0.567 0.235 -1.003
C -3.16825 -1.64992 -2.03586 0.889 0.340 2.090
O -3.69301 -2.87588 -1.49570 -0.432 -1.216 -0.371
C -4.90269 -3.11639 -2.01768 -2.786 -0.511 -0.264
O -5.59756 -4.12979 -1.92640 2.469 2.587 0.187
O -5.35757 -1.95028 -2.62725 -0.077 -1.668 0.203
H -3.94059 -1.22834 -3.95745 -0.424 -0.014 -0.250
H -4.51244 -0.07540 -2.74704 -0.017 -0.167 0.170
H -3.02372 -1.00287 -1.17069 0.225 0.065 -0.097
H -2.17703 -1.90718 -2.40922 -0.259 0.380 -0.553
C -6.27746 1.89559 5.43488 1.380 0.656 0.117
C -4.80815 2.39502 5.63994 -1.905 -1.088 0.738
O -3.97684 1.27539 5.19290 0.839 -0.536 -0.177
C -2.74644 0.97278 5.67760 1.398 2.159 -0.484
O -2.20797 1.52493 6.60942 -0.785 -0.933 -0.468
O -2.05965 0.14357 4.79502 -2.213 0.476 -0.520
C -0.68509 -0.05729 5.02508 1.034 0.563 2.135
H -6.90554 2.71811 5.77701 -0.266 0.003 -0.428
H -6.51481 1.04425 6.07283 0.235 -0.104 -0.182
H -6.38778 1.66222 4.37588 -0.491 0.003 0.143
H -4.77260 2.66624 6.69506 0.997 -0.446 0.067
H -4.69102 3.32422 5.08229 0.707 -0.377 -0.418
H 0.01126 -0.19727 4.19828 -1.344 -0.451 -0.780
H -0.58740 -0.86742 5.74775 0.262 -0.137 -0.132
H -0.28091 0.83062 5.51124 -0.073 0.073 0.289
C 5.84781 -3.64761 -5.18346 -0.694 -1.536 1.924
C 4.56807 -4.59731 -5.00975 0.593 0.632 -1.370
O 3.51987 -3.70014 -4.71143 -0.857 1.919 1.072
C 2.19522 -3.84759 -4.66869 0.750 -1.836 -1.971
O 1.58953 -4.82451 -5.07051 0.257 1.028 1.013
O 1.67017 -2.68787 -4.25704 1.285 -1.355 0.159
C 0.30492 -2.71050 -3.94824 -0.762 1.461 0.465
H 6.71325 -4.30259 -5.28406 0.028 0.160 -1.218
H 6.17241 -3.14938 -4.26995 -0.740 0.016 0.570
H 5.66875 -2.81056 -5.85827 0.125 -0.734 -0.604
H 4.52781 -5.44303 -4.32328 0.757 0.391 0.542
H 4.38792 -5.07470 -5.97294 -0.125 0.158 -0.259
H -0.28171 -2.62722 -4.86313 -0.146 0.023 0.157
H 0.31268 -1.80612 -3.33985 -1.118 0.225 -0.117
H -0.09105 -3.49918 -3.30848 0.606 -0.513 -0.247
C -3.34992 -1.58205 1.69220 -0.909 -2.835 -0.085
C -3.54864 -2.85475 2.58535 3.602 2.398 2.564
O -4.31162 -3.89156 2.12327 -2.516 -4.491 -3.138
C -3.89836 -4.84875 1.26307 3.192 2.967 1.392
O -4.54464 -5.96347 1.15838 0.629 1.788 -0.029
O -2.66819 -4.59339 0.73826 -3.417 -0.720 1.389
C -2.12920 -5.52666 -0.21365 0.289 -0.660 -1.049
H -2.77905 -0.80058 2.19371 -0.263 -0.178 -0.008
H -4.37656 -1.36242 1.39916 0.157 0.850 -0.091
H -2.83699 -2.01314 0.83245 0.239 0.787 -0.191
H -3.83079 -2.64647 3.61739 -1.479 0.335 -0.297
H -2.60498 -3.27294 2.93569 0.893 -0.148 -0.965
H -2.54352 -5.25571 -1.18475 -0.229 -0.315 0.083
H -2.35912 -6.54415 0.10251 -0.029 0.044 -0.212
H -1.04879 -5.40956 -0.29778 -0.092 0.303 0.636
C 1.90456 -9.45189 0.61073 -0.496 0.539 0.988
C 2.58060 -8.22413 1.21524 0.693 -0.697 -0.028
O 1.76098 -7.07714 1.08938 -0.990 0.267 -0.831
C 2.33043 -5.96137 0.66024 2.724 0.124 0.634
O 3.53201 -5.79148 0.50729 -1.508 -0.079 -0.273
O 1.40034 -5.04659 0.55548 -0.701 1.331 0.058
C 1.74528 -3.67369 0.21808 -0.961 0.072 -0.458
H 1.78190 -9.35016 -0.46756 0.256 -0.201 0.052
H 0.91542 -9.55991 1.05574 -0.175 0.013 -0.087
H 2.44316 -10.34610 0.92442 0.207 0.025 -0.442
H 3.53072 -8.06654 0.70481 0.003 0.217 0.217
H 2.74659 -8.27468 2.29134 0.222 -0.612 -0.056
H 1.80182 -3.62080 -0.86917 0.261 0.029 0.069
H 2.59392 -3.17536 0.68669 0.299 -0.895 0.183
H 0.86676 -3.09869 0.51076 0.008 -0.136 -0.006
C -0.56397 6.54984 0.86103 0.100 0.471 -0.336
C 0.22134 5.46889 0.17570 -1.972 -0.308 -0.500
O 1.44875 5.23203 0.79322 1.122 -0.642 0.605
C 2.29699 4.39426 0.21232 0.975 0.900 -2.007
O 2.08029 3.73381 -0.82850 0.795 1.229 2.719
O 3.50096 4.64794 0.81841 -2.297 -0.488 0.495
C 4.66261 4.34905 0.09513 -0.142 0.018 -1.589
H -0.63672 6.36959 1.93356 0.078 0.338 -0.038
H -1.56458 6.54079 0.42885 -0.164 -0.224 0.135
H -0.17465 7.52583 0.57123 0.207 0.138 0.676
H 0.36853 5.76822 -0.86201 0.093 -0.423 -0.143
H -0.40938 4.58471 0.26792 0.319 -0.388 -0.531
H 4.65698 3.27845 -0.10953 0.832 0.085 0.102
H 5.52724 4.82064 0.56216 -0.182 -0.665 0.509
H 4.55450 4.89363 -0.84287 0.232 -0.256 -0.426
C 0.24594 4.87257 -6.44824 -0.338 0.401 1.572
C 0.38860 4.53482 -4.91245 0.196 -1.214 -1.071
O -0.91693 4.57550 -4.28205 0.803 -0.784 1.117
C -1.05233 3.80611 -3.15053 -0.156 0.971 0.000
O -0.24074 3.15771 -2.52523 0.592 -0.041 -1.044
O -2.29139 3.97305 -2.75563 -0.087 1.149 -1.423
C -2.83670 3.35801 -1.64185 -0.797 -0.573 1.338
H -0.61105 4.31635 -6.82808 0.293 -0.265 -0.124
H 1.16019 4.68896 -7.01263 -0.069 -0.367 0.218
H -0.00003 5.91920 -6.62758 0.030 0.109 0.321
H 1.17286 5.03284 -4.34235 -0.454 0.970 -0.091
H 0.72472 3.50498 -4.79189 -0.060 -0.315 -0.481
H -3.06877 2.31742 -1.86859 -0.009 -0.042 0.132
H -3.73856 3.92666 -1.41519 -0.106 -0.229 -0.237
H -2.26112 3.41076 -0.71772 0.543 -0.031 -0.459
C -2.38945 3.21597 1.98517 0.463 -1.518 0.678
C -3.85007 3.41353 1.71720 -1.048 0.225 -0.648
O -3.98774 4.66610 1.05944 -0.904 2.303 0.066
C -5.15500 5.37113 1.10432 -1.045 -0.615 0.443
O -6.20201 4.99511 1.65301 2.730 1.301 -1.492
O -4.90425 6.51071 0.38269 -0.589 -0.808 1.167
C -5.94230 7.50555 0.18499 -0.131 -0.370 -0.376
H -1.87432 3.98728 2.55771 -0.446 0.450 -0.251
H -1.77224 2.91034 1.14033 -0.223 0.331 -0.184
H -2.32321 2.35037 2.64429 0.021 -0.290 0.130
H -4.49467 3.31639 2.59079 0.231 0.502 0.291
H -4.35069 2.77640 0.98812 0.690 -1.054 0.113
H -6.93818 7.08071 0.31081 0.145 -0.144 -0.112
H -5.77097 7.84698 -0.83588 -0.264 -0.096 0.035
H -5.87071 8.38522 0.82465 0.469 -0.355 0.380
C 7.33761 -0.81822 -0.59152 -0.546 0.247 -0.475
C 6.38531 -0.21611 0.50260 1.528 -0.758 -1.385
O 5.43175 0.73845 -0.05779 -2.493 -0.123 -0.972
C 4.28751 0.36434 -0.75947 1.168 -1.792 0.016
O 3.43815 1.14206 -1.16940 1.447 -0.656 0.525
O 4.26335 -1.00633 -0.97890 0.776 1.578 0.932
C 3.41745 -1.50224 -2.00149 -1.791 1.505 -1.234
H 8.18154 -1.38961 -0.20499 -0.529 -0.418 0.547
H 7.88892 -0.11366 -1.21420 -0.373 0.902 0.337
H 6.78799 -1.38336 -1.34427 -0.058 -0.441 0.373
H 7.06111 0.34743 1.14588 -0.663 0.368 0.193
H 5.88465 -0.99288 1.08059 -0.072 0.102 -0.188
H 2.43949 -1.02563 -1.93418 -0.242 -0.109 0.491
H 3.20836 -2.57110 -2.04536 1.030 0.133 0.592
H 3.72638 -1.11963 -2.97426 0.647 -0.472 -0.101
C 2.39208 0.70662 3.22725 -0.639 0.463 -1.155
C 3.73882 1.30204 3.60699 -2.324 0.864 -0.237
O 4.60038 0.28828 3.55661 1.961 -2.059 -1.227
C 3.99691 -0.88605 3.17407 0.997 -2.548 1.535
O 4.61212 -1.95295 3.14796 -2.302 3.278 -0.586
O 2.65079 -0.66594 3.07358 1.685 -1.350 -0.922
F 3.53096 1.62195 4.87578 0.619 1.365 2.922
H 2.02470 1.18307 2.31833 -0.275 -0.469 -0.180
H 1.63834 0.74033 4.01391 0.433 0.749 -0.026
H 4.09028 2.19168 3.08439 0.002 -0.125 -0.227
```
Positions in Å, forces in eV/Å.

Output
- Electronic energy: -4795.56987 Ha
- HOMO energy (spin up / spin down): -12.41 / -12.41 eV
- Net charge: +1
- Multiplicity: 2